17
Properties=species:S:1:pos:R:3 method="wB97M-V/def2-TZVPD" mol_weight_g_mol=94.203 gap_ev="4.272 / 9.668" e_tot_ev=-15627.5977 relative_energy_ev=0.0000 multiplicity=2 s_squared=0.751
C 1.97927 2.03886 1.77974
N 0.55119 1.87723 1.31099
H 2.60654 1.62138 0.99756
H 2.10561 1.49816 2.70944
H 2.14433 3.10564 1.88694
H 0.38010 2.63740 0.59286
H 0.42929 0.94418 0.89051
H -0.11970 2.07171 2.08793
C -1.25207 -2.43382 -0.55803
S -0.45816 -0.82891 -0.33876
C -0.48267 -0.25626 -2.06195
H -1.16473 -2.94818 0.40361
H -2.31650 -2.29472 -0.75621
H -0.74681 -3.07640 -1.27079
H 0.26208 -0.77479 -2.65521
H -0.27712 0.81317 -2.02062
H -1.49246 -0.41210 -2.43297

---

12
Properties=species:S:1:pos:R:3 method="wB97M-V/def2-TZVPD" mol_weight_g_mol=72.060 gap_ev=12.142 e_tot_ev=-8319.4499 relative_energy_ev=1.2262 smiles=O.O.O.O
O 1.24202 -1.24375 -1.72641
H 0.48582 -0.60895 -1.64699
H 1.89400 -0.69212 -2.14682
O -1.51702 1.08145 2.13563
H -1.04044 0.28556 1.94555
H -1.76428 1.49049 1.33714
O -1.07819 -0.03564 -1.00377
H -0.25468 0.34470 -0.56063
H -1.80123 0.57186 -0.77247
O 1.05769 -0.11287 0.74316
H 1.61710 -0.59089 0.13726
H 1.15920 -0.48984 1.55837

---

16
Properties=species:S:1:pos:R:3 method="wB97M-V/def2-TZVPD" mol_weight_g_mol=206.725 gap_ev=8.640 e_tot_ev=-57556.6462 relative_energy_ev=1.3159 smiles="CCP(S)S.S=CCl"
C 0.71968 1.71485 1.30017
C 1.03812 0.18401 1.45745
P -0.26341 -0.88699 0.72293
S 0.52370 -0.96368 -1.31783
S 0.30698 -2.79063 1.40675
H 1.32433 2.32998 1.87972
H 0.81450 1.93630 0.28679
H -0.37141 2.04474 1.60934
H 0.93555 -0.10489 2.54068
H 2.16265 0.13309 1.18284
H -0.10405 0.17372 -1.43103
H 1.56978 -2.42079 0.96312
S -3.10020 -1.02128 -1.58839
C -2.18973 -0.46681 -2.74304
Cl -2.03519 1.21653 -3.17516
H -1.33129 -1.07815 -3.09435

---

19
Properties=species:S:1:pos:R:3 method="wB97M-V/def2-TZVPD" mol_weight_g_mol=113.164 gap_ev=7.810 e_tot_ev=-9829.2634 relative_energy_ev=4.6428
C -0.85970 -0.51456 -1.44604
C -0.47890 1.71905 -0.56159
N -0.09021 0.30831 -0.50675
C 1.58777 0.16617 -0.66206
N 2.20314 -0.04792 -1.65059
H -0.61837 -0.26962 -2.48368
H -1.92723 -0.34334 -1.30193
H -0.63109 -1.56968 -1.31718
H -0.60033 2.07450 -1.58656
H -1.41324 1.88514 -0.02300
H 0.29773 2.33566 -0.10525
C 0.17039 -1.68904 1.36502
C 0.11555 -0.20149 1.29399
N -0.06164 0.58360 2.23527
H -0.03974 1.58495 2.08181
H 1.80719 0.14534 0.49564
H 0.61354 -1.97743 2.31791
H -0.84430 -2.08647 1.29765
H 0.76943 -2.10317 0.55735

---

41
Properties=species:S:1:pos:R:3 method="wB97M-V/def2-TZVPD" mol_weight_g_mol=463.366 gap_ev=6.241 e_tot_ev=-44789.9832 relative_energy_ev=0.2398 charge=-1
Cs 0.56858 0.25841 -0.04772
C -4.30621 0.98627 2.31448
O -3.62787 -0.14629 2.86021
C -2.65699 -0.63047 2.07481
O -2.50005 -0.34940 0.91285
N -1.86969 -1.48505 2.82395
N -0.59202 -1.76241 2.33354
H -5.11216 1.20775 3.00816
H -4.69914 0.75742 1.32741
H -3.62280 1.83296 2.26029
H -1.96295 -1.34416 3.81863
H -0.38676 -2.74572 2.42655
H 0.10734 -1.21306 2.81875
C 5.22976 0.15811 -2.25878
Si 4.27123 -0.59210 -0.81640
C 5.43819 -1.82005 0.01455
C 4.07977 0.82414 0.41850
N 2.74020 -1.19605 -1.18669
C 2.44186 -2.20381 -2.04522
C 3.36305 -2.95346 -2.83987
C 2.97691 -3.97260 -3.69934
C 1.64209 -4.33075 -3.83371
C 0.70393 -3.63442 -3.07957
C 1.10521 -2.62226 -2.24062
F 0.11929 -1.98347 -1.53034
H 6.17951 0.59412 -1.92705
H 4.64141 0.95368 -2.72995
H 5.45578 -0.58820 -3.02835
H 6.39189 -1.35418 0.28832
H 5.65735 -2.66912 -0.64262
H 4.98003 -2.21653 0.92752
H 5.06650 1.21517 0.69018
H 3.59414 0.50526 1.34519
H 3.50161 1.66513 0.01521
H 4.41423 -2.69680 -2.75339
H 3.73730 -4.49265 -4.27171
H 1.33740 -5.12491 -4.50279
H -0.35376 -3.86316 -3.13760
S -1.84975 3.07988 3.94540
C -0.80531 2.42339 2.89413
N -0.05277 1.93086 2.14115

---

63
Properties=species:S:1:pos:R:3 method="wB97M-V/def2-TZVPD" mol_weight_g_mol=650.875 gap_ev="5.522 / 4.456" e_tot_ev=-126816.0464 multiplicity=6 s_squared=8.870
Fe -3.11330 -0.51793 -1.64512
C 10.80124 0.98581 0.99630
O 9.67874 1.19172 1.83642
C 8.47900 0.76435 1.40182
C 8.27187 0.08889 0.19868
C 6.99724 -0.30645 -0.14938
C 5.90225 -0.02905 0.67728
C 6.12520 0.65361 1.89215
C 7.39389 1.02751 2.24830
N 4.67283 -0.41305 0.22805
N 3.65923 -0.25978 0.95250
C 2.40651 -0.10904 0.55583
C 1.42208 -0.27174 1.57333
C 0.09877 -0.15623 1.32491
C -0.40223 0.11914 0.01062
O -1.62722 0.11304 -0.19308
C 0.58845 0.39819 -1.04146
N 0.11124 0.75849 -2.22946
C 0.94523 0.97437 -3.22181
C 2.32625 0.83983 -3.09238
C 2.84071 0.49710 -1.86265
C 1.97241 0.27600 -0.78605
H 11.65132 1.41515 1.51807
H 10.67683 1.49098 0.03537
H 10.98588 -0.07771 0.82665
H 9.09096 -0.12657 -0.47162
H 6.82179 -0.82758 -1.08163
H 5.28353 0.85457 2.54120
H 7.58263 1.54007 3.18236
H 1.77049 -0.51829 2.56775
H -0.63045 -0.29956 2.11107
H 0.49638 1.25022 -4.17036
H 2.97182 1.01790 -3.94101
H 3.90240 0.38387 -1.72053
C -3.50959 0.92746 2.10871
Si -4.13912 -0.71952 1.41684
C -2.88215 -2.14283 1.43600
C -5.45780 -1.29194 2.65695
N -4.64248 -0.54222 -0.24059
C -5.93502 -0.52946 -0.69633
C -7.06605 -0.16523 0.06246
C -8.34176 -0.17495 -0.47380
C -8.56533 -0.53189 -1.79597
C -7.47675 -0.86861 -2.58985
C -6.22475 -0.85643 -2.03059
F -5.15026 -1.17623 -2.81912
H -2.90923 0.75176 3.00748
H -4.34618 1.56829 2.39438
H -2.89567 1.46078 1.38691
H -2.19806 -2.05278 2.28575
H -2.28430 -2.17592 0.52445
H -3.40261 -3.09705 1.53227
H -4.95541 -1.69083 3.54250
H -6.09312 -2.08306 2.25376
H -6.10512 -0.48094 2.99543
H -6.90619 0.15426 1.08220
H -9.17539 0.11759 0.15318
H -9.56495 -0.54136 -2.20756
H -7.58647 -1.13540 -3.63296
Cl -2.11389 -1.69897 -3.05035
Si -3.33939 1.50296 -2.79383
Cl -4.94285 1.94469 -4.01765
Cl -1.94407 2.80002 -3.56277

---

148
Properties=species:S:1:pos:R:3 method="wB97M-V/def2-TZVPD" mol_weight_g_mol=1291.497 gap_ev=7.263 e_tot_ev=-235699.6288 relative_energy_ev=4.6275 charge=+1
Ti -0.41791 0.59404 -0.07502
O -2.37211 1.67074 -5.20622
C -2.91491 0.57864 -4.59742
C -3.47031 -0.38446 -5.43882
C -4.01841 -1.54116 -4.92592
C -4.00491 -1.76366 -3.55722
C -3.47871 -0.80376 -2.71652
C -2.94271 0.37714 -3.21882
C -2.46261 1.39984 -2.19592
O -1.46621 0.93994 -1.40812
N -3.64421 1.73364 -1.39152
N -3.49221 1.94754 -0.09232
C -4.36481 2.65294 0.52728
C -4.34221 2.76124 1.95448
Br -3.21611 1.43034 2.76638
C -5.01931 3.60794 2.75098
C -5.83181 4.74364 2.35738
C -6.87701 5.14024 3.19888
C -7.65201 6.23784 2.88738
C -7.39511 6.96504 1.73618
C -6.35081 6.59524 0.90608
C -5.57061 5.49714 1.21068
H -2.06391 2.31694 -4.55912
H -3.46521 -0.19196 -6.49962
H -4.46091 -2.27146 -5.58882
H -4.41711 -2.67276 -3.14632
H -3.48911 -0.93226 -1.64062
H -2.14401 2.35054 -2.69792
H -4.36241 2.27694 -1.87642
H -5.19711 3.12554 -0.00802
H -4.95791 3.43514 3.81638
H -7.07491 4.56764 4.09398
H -8.44811 6.54054 3.54958
H -7.99881 7.82524 1.49668
H -6.13341 7.17854 0.02548
H -4.72371 5.25464 0.58588
C -1.06181 4.24154 0.99328
Si 0.25439 2.79974 0.96288
C 0.84999 2.61414 2.81838
C 1.83469 3.62824 0.18618
C 2.24269 4.85674 0.70428
C 3.41659 5.47044 0.31028
C 4.22079 4.85044 -0.62842
C 3.82759 3.63624 -1.15892
C 2.64239 3.00214 -0.77602
Si 2.13719 1.44464 -1.77412
C 3.65369 0.98944 -2.84842
C 0.82719 2.00584 -3.06732
H -0.63371 5.19054 1.30228
H -1.86531 4.01344 1.68768
H -1.51291 4.39654 0.01438
H 0.03889 2.80634 3.51448
H 1.65849 3.29894 3.06548
H 1.20689 1.60314 3.01838
H 1.63059 5.34124 1.45078
H 3.70749 6.42164 0.72948
H 5.15549 5.29614 -0.93832
H 4.47539 3.16294 -1.87572
H 3.46009 0.16144 -3.52172
H 4.53599 0.74394 -2.26662
H 3.88949 1.84994 -3.46452
H 1.31959 2.37744 -3.96052
H 0.21239 2.81294 -2.67752
H 0.18229 1.17864 -3.35492
N -0.68881 -0.07506 1.54248
S -0.38611 -1.44246 2.15618
N 0.80019 -2.16116 1.55638
S 2.45309 -1.06106 1.96208
N 2.98139 -1.50146 0.46428
S 2.08599 -1.33906 -0.78252
N 1.41829 0.06534 -0.94142
C 0.83509 -2.61936 -0.97452
C 1.32009 -3.91726 -0.96872
C 0.43929 -4.97076 -1.13732
C -0.91041 -4.71656 -1.33042
C -1.37961 -3.41246 -1.35492
C -0.50421 -2.35316 -1.18712
C 3.33309 -1.84876 -1.99772
C 2.96939 -2.39116 -3.21932
C 3.95649 -2.79416 -4.10452
C 5.29389 -2.66076 -3.76892
C 5.64829 -2.15036 -2.53002
C 4.66929 -1.74556 -1.63832
C 2.98919 -2.45396 2.94688
C 3.35819 -2.26276 4.26758
C 3.74929 -3.35576 5.02258
C 3.77029 -4.62196 4.46028
C 3.40299 -4.79916 3.13488
C 3.01179 -3.71166 2.37648
C 4.12199 -0.19126 2.04058
C 5.34869 -0.81966 2.17768
C 6.52099 -0.11906 1.94178
C 6.47159 1.21154 1.55768
C 5.24689 1.84844 1.43828
C 4.07719 1.14444 1.67388
C -0.20941 -1.29456 3.96958
C -0.63801 -0.15276 4.61298
C -0.52191 -0.05176 5.98828
C 0.04479 -1.08806 6.71108
C 0.48779 -2.22696 6.05798
C 0.35999 -2.33446 4.68258
C -1.93371 -2.41456 2.08178
C -2.16011 -3.51466 2.88868
C -3.41231 -4.10926 2.89808
C -4.42351 -3.61116 2.09428
C -4.18671 -2.51656 1.27818
C -2.94231 -1.91046 1.27858
H 2.37769 -4.08956 -0.83182
H 0.80469 -5.98686 -1.12062
H -1.60341 -5.53336 -1.46772
H -2.42731 -3.21346 -1.51772
H -0.84751 -1.31906 -1.22292
H 1.92779 -2.48026 -3.48382
H 3.66979 -3.21956 -5.05222
H 6.06349 -2.95836 -4.46442
H 6.68779 -2.06866 -2.25092
H 4.92779 -1.35596 -0.66552
H 3.33979 -1.27116 4.69258
H 4.04669 -3.21556 6.04938
H 4.07779 -5.47106 5.05118
H 3.42449 -5.78126 2.68678
H 2.69939 -3.80886 1.35058
H 5.38409 -1.86346 2.45248
H 7.47099 -0.62266 2.04628
H 7.38379 1.75004 1.34478
H 5.19449 2.88614 1.14418
H 3.11399 1.62384 1.54938
H -1.06081 0.64184 4.02608
H -0.88411 0.83164 6.48848
H 0.13859 -1.01016 7.78378
H 0.93219 -3.03846 6.61398
H 0.71069 -3.20966 4.15818
H -1.37881 -3.89106 3.52918
H -3.60011 -4.95116 3.54748
H -5.40111 -4.06656 2.11768
H -4.97851 -2.12306 0.65858
H -2.74191 -1.00696 0.69998
C -1.15861 -3.72496 -5.94552
N -0.90491 -2.41116 -6.47332
C -0.48321 -1.36946 -5.74192
N -0.23541 -0.21406 -6.39722
S -0.20931 -1.47366 -4.10712
H -2.15231 -4.05736 -6.24162
H -1.10751 -3.66876 -4.85922
H -0.41671 -4.44116 -6.30362
H -1.04711 -2.28046 -7.46382
H -0.58441 -0.07536 -7.33172
H -0.08551 0.61274 -5.84272